No. 1
Density functional theory data (ωB97M-V/def2-TZVPD) for an isolated molecule of C21H18FN3O2.

Each line ends with the Mulliken charge.
Atoms and positions in Å:
C (-2.053, 0.561, -3.339)  -1.6324
C (-2.042, 0.979, -1.890)  1.0421
N (-1.101, 0.745, -1.061)  -0.4262
N (0.011, 0.061, -1.388)  -0.0935
C (1.007, -0.115, -0.477)  0.5337
O (0.992, 0.301, 0.656)  -0.6083
C (2.198, -0.887, -1.046)  -0.8088
N (3.126, -1.148, 0.021)  -0.1846
C (3.800, -2.317, 0.112)  0.4512
O (3.801, -3.139, -0.784)  -0.6519
C (4.584, -2.495, 1.372)  0.5851
C (4.151, -2.008, 2.602)  -0.5985
C (4.908, -2.225, 3.741)  -0.5757
C (6.103, -2.921, 3.670)  -0.5043
C (6.512, -3.410, 2.442)  0.3802
F (7.671, -4.095, 2.367)  -0.3129
C (5.770, -3.217, 1.294)  -0.5693
C (-3.194, 1.708, -1.351)  0.5318
C (-3.058, 2.378, -0.110)  -0.6611
C (-4.101, 3.068, 0.430)  -1.1220
C (-5.350, 3.133, -0.227)  0.9764
C (-6.446, 3.842, 0.301)  -0.6800
C (-7.641, 3.877, -0.363)  -0.5119
C (-7.793, 3.203, -1.585)  -0.5365
C (-6.748, 2.507, -2.123)  -0.7492
C (-5.501, 2.453, -1.464)  0.5359
C (-4.407, 1.749, -2.001)  -0.7460
H (-2.589, 1.294, -3.935)  0.4143
H (-2.545, -0.405, -3.449)  0.3392
H (-1.043, 0.481, -3.738)  0.4574
H (0.128, -0.337, -2.320)  0.2561
H (1.891, -1.843, -1.483)  0.4200
H (2.672, -0.284, -1.834)  0.2186
H (3.037, -0.527, 0.814)  0.2511
H (3.211, -1.484, 2.686)  0.4588
H (4.565, -1.850, 4.693)  0.3921
H (6.708, -3.094, 4.546)  0.4357
H (6.097, -3.618, 0.348)  0.4766
H (-2.104, 2.322, 0.388)  0.5132
H (-3.988, 3.579, 1.375)  0.3673
H (-6.325, 4.358, 1.243)  0.3886
H (-8.478, 4.422, 0.048)  0.3867
H (-8.744, 3.241, -2.096)  0.3822
H (-6.861, 1.987, -3.065)  0.3729
H (-4.559, 1.226, -2.934)  0.4057

## Properties
* gap between HOMO and LUMO: 8.425 eV
* total charge: 0
* spin multiplicity: 1
* HOMO energy: -0.30546 Ha
* total energy: -33352.4851 eV

No. 2
Density functional theory data (ωB97M-V/def2-TZVPD) for an isolated molecule of C10H12S.

Each line ends with the Mulliken spin population.
Atoms and positions in Å:
C (3.273, 0.240, 0.446)  0.0037
C (2.408, -0.144, 1.411)  -0.0001
C (2.775, 0.459, -0.871)  -0.0042
C (1.021, -0.099, 1.157)  0.0179
C (1.475, 0.308, -1.132)  0.0057
C (0.515, 0.053, -0.111)  -0.0521
C (-1.376, -0.176, -2.089)  0.6415
C (-1.643, -1.032, 0.462)  -0.0301
C (-1.568, 1.498, -0.011)  0.0390
C (-0.967, 0.164, -0.281)  0.2159
S (-1.897, 0.915, -3.146)  1.1222
H (4.344, 0.348, 0.713)  0.0003
H (2.530, -0.505, 2.385)  0.0002
H (3.304, 0.764, -1.761)  0.0001
H (0.404, -0.257, 1.968)  0.0004
H (1.192, 0.520, -2.214)  0.0118
H (-1.099, -1.142, -2.294)  0.0355
H (-2.629, -0.541, 0.643)  -0.0062
H (-1.010, -1.373, 1.314)  0.0112
H (-1.724, -1.753, -0.366)  0.0028
H (-2.086, 1.598, 0.983)  0.0035
H (-0.659, 2.151, 0.186)  -0.0054
H (-2.212, 1.897, -0.777)  -0.0135

## Properties
* gap between HOMO and LUMO (alpha / beta): 7.489 / 6.973 eV
* total charge: 0
* spin multiplicity: 3
* HOMO energy (alpha / beta): -0.24389 / -0.34050 Ha
* ⟨S²⟩: 2.007
* total energy: -21394.8620 eV

No. 3
Density functional theory data (ωB97M-V/def2-TZVPD) for a cluster of 2 separate species, C25H32BN2 in total.

Each line ends with the Mulliken charge.
Atoms and positions in Å:
C (-0.269, 4.260, 11.829)  -1.3104
C (-0.981, 4.218, 10.489)  -0.3988
N (-2.481, 3.961, 10.640)  0.8831
C (-2.972, 4.992, 11.628)  -0.1489
C (-2.690, 6.305, 11.257)  0.3365
C (-3.069, 7.362, 12.076)  -0.9935
C (-3.751, 7.095, 13.263)  -0.4122
C (-4.053, 5.782, 13.624)  -0.7899
C (-3.654, 4.704, 12.804)  -0.2580
C (-3.184, 4.306, 9.326)  0.6990
C (-4.686, 4.398, 9.527)  -1.5323
C (-2.793, 3.368, 8.209)  -1.7512
B (-2.691, 2.358, 10.975)  0.0795
H (-2.169, 1.601, 10.026)  -0.2630
H (0.812, 4.333, 11.657)  0.4846
H (-0.563, 5.133, 12.426)  0.2628
H (-0.452, 3.360, 12.419)  0.2492
H (-0.864, 5.177, 9.982)  0.4462
H (-0.575, 3.451, 9.828)  0.3487
H (-2.172, 6.551, 10.327)  0.2520
H (-2.832, 8.381, 11.784)  0.4148
H (-4.056, 7.913, 13.917)  0.3930
H (-4.598, 5.564, 14.541)  0.4162
H (-3.862, 3.660, 13.053)  0.4485
H (-2.830, 5.297, 9.043)  0.2080
H (-5.164, 4.625, 8.567)  0.4643
H (-5.103, 3.457, 9.892)  0.2934
H (-4.971, 5.194, 10.224)  0.3502
H (-3.272, 3.690, 7.273)  0.5250
H (-1.707, 3.354, 8.051)  0.4195
H (-3.138, 2.348, 8.409)  0.3361
H (-2.086, 2.042, 11.980)  -0.2299
H (-3.883, 2.090, 10.993)  -0.1755
C (-0.695, 0.311, 7.910)  -1.2195
C (-1.768, -0.584, 8.356)  0.2520
N (-2.616, -1.065, 7.435)  0.3238
C (-3.275, -2.320, 7.459)  -0.0112
C (-2.881, -3.484, 8.091)  -0.4326
C (-3.681, -4.626, 7.898)  -0.7027
C (-4.828, -4.573, 7.078)  -0.6595
C (-5.143, -3.421, 6.350)  -0.3971
C (-4.341, -2.294, 6.528)  0.5117
C (-4.314, -1.013, 5.876)  0.3704
C (-3.195, -0.301, 6.373)  0.6463
C (-2.864, 0.942, 5.859)  -0.4217
C (-3.739, 1.535, 4.931)  -0.7819
C (-4.899, 0.867, 4.502)  -0.7544
C (-5.165, -0.437, 4.933)  -0.5379
H (0.187, 0.074, 8.517)  0.3755
H (-0.438, 0.242, 6.840)  0.5666
H (-0.949, 1.362, 8.106)  0.0949
H (-1.679, -1.145, 9.304)  0.5393
H (-1.968, -3.488, 8.684)  0.4115
H (-3.413, -5.559, 8.392)  0.3960
H (-5.478, -5.449, 7.011)  0.3942
H (-5.987, -3.363, 5.660)  0.4011
H (-1.943, 1.437, 6.141)  0.3212
H (-3.501, 2.527, 4.546)  0.4583
H (-5.591, 1.377, 3.829)  0.3937
H (-6.022, -1.010, 4.582)  0.4150

## Properties
* gap between HOMO and LUMO: 6.777 eV
* total charge: +1
* spin multiplicity: 1
* HOMO energy: -0.42564 Ha
* total energy: -30093.4797 eV

No. 4
Density functional theory data (ωB97M-V/def2-TZVPD) for the ion C8H16N3 with charge +1.

Each line ends with the Mulliken charge.
Atoms and positions in Å:
C (0.564, 1.984, 1.137)  -1.1437
C (0.936, 0.903, 0.090)  -0.3903
N (1.446, -0.429, 0.768)  0.1713
C (2.881, -0.562, 0.592)  -1.0053
C (0.890, -0.771, 2.109)  -1.0675
N (-0.281, 0.468, -0.613)  0.2982
C (-1.138, 1.389, -1.148)  -0.2272
C (-2.145, 0.671, -1.672)  -0.5841
N (-1.970, -0.664, -1.450)  0.1704
C (-2.809, -1.701, -1.918)  -0.8088
C (-0.808, -0.814, -0.846)  -0.1801
H (1.404, 1.802, 1.881)  0.3788
H (-0.416, 1.880, 1.748)  0.2868
H (0.545, 3.058, 0.637)  0.4137
H (1.744, 1.196, -0.592)  0.3972
H (3.372, -1.210, 1.430)  0.3155
H (3.144, -1.083, -0.399)  0.2916
H (3.560, 0.364, 0.640)  0.3259
H (-0.130, -0.433, 2.159)  0.3427
H (0.998, -1.852, 2.347)  0.3196
H (1.610, -0.308, 2.908)  0.3788
H (-0.872, 2.421, -1.038)  0.4376
H (-3.009, 1.198, -2.159)  0.3715
H (-3.785, -1.586, -1.481)  0.3856
H (-3.014, -1.526, -2.980)  0.3491
H (-2.430, -2.726, -1.524)  0.2667
H (-0.287, -1.667, -0.627)  0.5058

## Properties
* gap between HOMO and LUMO: 9.255 eV
* total charge: +1
* spin multiplicity: 1
* HOMO energy: -0.44571 Ha
* total energy: -13017.7265 eV

No. 5
Density functional theory data (ωB97M-V/def2-TZVPD) for a structure of composition C42H42O3P2V.

Each line ends with the Mulliken spin population.
Atoms and positions in Å:
V (0.916, -1.105, -0.021)  2.9470
C (-4.161, 1.287, -1.553)  -0.0009
C (-3.448, 2.411, -1.404)  0.0017
C (-3.817, 3.576, -0.519)  0.0001
C (-4.476, 3.251, 0.852)  -0.0001
C (-4.051, 2.008, 1.575)  0.0022
C (-4.634, 0.817, 1.383)  -0.0007
C (-5.697, 0.510, 0.385)  -0.0002
C (-5.560, 1.185, -0.997)  0.0001
C (2.214, -1.741, 1.683)  -0.0660
H (-3.791, 0.461, -2.182)  -0.0005
H (-2.567, 2.585, -2.029)  0.0005
H (-4.531, 4.258, -1.023)  0.0000
H (-2.905, 4.180, -0.360)  0.0003
H (-4.308, 4.122, 1.511)  -0.0001
H (-5.568, 3.216, 0.697)  0.0000
H (-3.379, 2.171, 2.424)  -0.0007
H (-4.525, 0.011, 2.098)  -0.0002
H (-6.681, 0.812, 0.790)  0.0000
H (-5.738, -0.586, 0.272)  0.0001
H (-6.237, 0.658, -1.692)  0.0001
H (-5.971, 2.203, -0.903)  0.0000
H (2.492, -2.710, 1.233)  -0.0139
H (1.921, -1.913, 2.730)  0.0207
H (3.085, -1.058, 1.659)  0.0080
P (0.445, 0.874, -1.125)  -0.0104
P (-0.071, -0.341, 1.905)  0.0666
C (-0.767, 1.566, -0.021)  0.0140
C (-1.014, 1.022, 1.204)  -0.0681
C (1.285, 2.282, -1.830)  0.0263
C (0.654, 3.503, -2.096)  -0.0039
C (1.375, 4.530, -2.696)  0.0010
C (2.724, 4.337, -3.024)  -0.0006
C (3.352, 3.119, -2.753)  0.0019
C (2.647, 2.106, -2.125)  -0.0338
C (-0.402, -0.103, -2.471)  -0.0576
C (-0.948, -1.366, -2.151)  0.0266
C (-1.520, -2.134, -3.179)  0.0388
C (-1.511, -1.671, -4.499)  0.0051
C (-0.959, -0.425, -4.811)  0.0000
C (-0.403, 0.360, -3.799)  0.0202
C (0.451, 0.274, 3.546)  -0.0253
C (1.514, 1.194, 3.530)  0.0158
C (2.078, 1.644, 4.723)  0.0060
C (1.583, 1.157, 5.943)  -0.0013
C (0.513, 0.252, 5.975)  0.0011
C (-0.072, -0.177, 4.776)  -0.0039
C (-1.207, -1.742, 2.239)  -0.0417
C (-0.692, -3.047, 2.140)  0.0090
C (-1.536, -4.134, 2.359)  -0.0007
C (-2.887, -3.911, 2.648)  0.0074
C (-3.408, -2.610, 2.746)  0.0006
C (-2.544, -1.525, 2.577)  0.0654
H (-1.264, 2.483, -0.340)  0.0091
H (-1.766, 1.459, 1.862)  0.0113
H (-0.398, 3.665, -1.846)  -0.0017
H (0.892, 5.482, -2.915)  -0.0002
H (3.298, 5.148, -3.468)  -0.0002
H (4.393, 2.943, -3.023)  0.0002
H (3.136, 1.170, -1.862)  0.0329
H (-0.931, -1.741, -1.100)  -0.0075
H (-1.960, -3.108, -2.945)  0.0011
H (-1.932, -2.296, -5.287)  0.0007
H (-0.958, -0.070, -5.842)  0.0001
H (0.048, 1.322, -4.054)  0.0012
H (1.908, 1.545, 2.572)  0.0126
H (2.909, 2.357, 4.689)  0.0004
H (2.058, 1.474, 6.872)  -0.0002
H (0.149, -0.131, 6.935)  -0.0001
H (-0.915, -0.869, 4.808)  0.0008
H (0.367, -3.201, 1.918)  -0.0388
H (-1.135, -5.150, 2.298)  -0.0003
H (-3.549, -4.766, 2.778)  0.0011
H (-4.474, -2.447, 2.949)  0.0010
H (-2.897, -0.501, 2.701)  0.0034
O (4.184, -4.264, -2.385)  -0.0009
C (5.237, -3.497, -2.069)  0.0004
C (6.502, -4.042, -2.332)  -0.0004
C (7.634, -3.374, -1.891)  0.0005
C (7.541, -2.137, -1.216)  -0.0004
C (6.271, -1.577, -0.988)  0.0003
C (5.115, -2.219, -1.451)  -0.0093
C (3.750, -1.644, -1.186)  -0.0131
O (3.663, -0.481, -0.694)  0.0169
O (2.720, -2.398, -1.428)  0.0242
H (3.374, -3.717, -2.133)  -0.0016
H (6.530, -4.985, -2.865)  0.0001
H (8.615, -3.819, -2.071)  0.0000
H (8.462, -1.624, -0.887)  0.0000
H (6.160, -0.634, -0.443)  0.0004

## Properties
* gap between HOMO and LUMO (alpha / beta): 7.229 / 7.392 eV
* total charge: 0
* spin multiplicity: 4
* HOMO energy (alpha / beta): -0.26570 / -0.27195 Ha
* ⟨S²⟩: 3.795
* total energy: -94639.3324 eV

No. 6
Density functional theory data (ωB97M-V/def2-TZVPD) for a cluster of 2 separate species, C3H12ClNSi2 in total.

Each line ends with the Mulliken charge.
Atoms and positions in Å:
C (-1.294, -1.101, -1.919)  -0.9502
C (-0.200, -1.334, 0.969)  -1.0325
C (0.060, -0.553, -1.363)  -0.2737
N (-0.138, -0.255, 0.007)  -0.4615
Si (0.913, 2.051, 2.731)  0.3595
Si (1.993, 1.258, 0.857)  0.4561
Cl (3.554, 0.113, 1.271)  -0.1992
H (-1.705, -0.574, -2.770)  0.3177
H (-1.077, -2.084, -2.178)  0.2663
H (-1.945, -1.109, -1.001)  0.2618
H (0.145, -2.235, 0.452)  0.4112
H (0.313, -1.123, 1.808)  0.3577
H (-1.240, -1.534, 1.358)  0.2493
H (0.993, -1.230, -1.348)  0.3851
H (0.309, 0.449, -1.906)  0.1898
H (0.140, 0.844, 3.270)  -0.0786
H (-0.174, 2.961, 2.232)  -0.0740
H (1.828, 2.760, 3.705)  -0.1077
H (2.027, 2.120, -0.424)  -0.0771

## Properties
* gap between HOMO and LUMO (alpha / beta): 7.540 / 6.770 eV
* total charge: 0
* spin multiplicity: 1
* HOMO energy (alpha / beta): -0.28887 / -0.25744 Ha
* total energy: -33070.0771 eV